one) {"formula": "CH5ClN2", "method": "ωB97M-V/def2-TZVPD", "total_charge": 0, "homo_energy_ev": -9.69, "e_lumo_ev": 0.82, "gap_ev": 10.5, "smiles": "CNNCl", "species": ["C", "N", "N", "Cl", "H", "H", "H", "H", "H"], "xyz": [[0.028, 0.474, 0.976], [0.377, 0.668, -0.410], [0.145, -0.692, -1.413], [-1.201, -1.650, -0.870], [-0.108, 1.447, 1.393], [-0.865, -0.177, 1.115], [0.793, -0.013, 1.647], [-0.137, 1.132, -1.076], [0.968, -1.188, -1.362]]}

two) {"formula": "CH5ClN2", "method": "ωB97M-V/def2-TZVPD", "total_charge": 0, "homo_energy_ev": -8.59, "e_lumo_ev": 1.00, "gap_ev": 9.6, "species": ["C", "N", "N", "Cl", "H", "H", "H", "H", "H"], "xyz": [[-0.144, -0.542, -0.061], [0.573, 0.759, 1.313], [0.249, -0.440, -1.335], [-1.800, -0.243, 0.009], [0.198, -1.435, 0.428], [0.297, 1.743, 1.203], [-0.137, 0.484, 2.010], [-0.405, -0.145, -1.957], [1.169, -0.181, -1.610]]}

two) is favored, and the nearest alternative lies 0.0374 hartree above it.

one) {"formula": "C2H6NO2", "method": "ωB97M-V/def2-TZVPD", "total_charge": 1, "homo_energy_ev": -14.89, "e_lumo_ev": -5.54, "gap_ev": 9.4, "species": ["C", "N", "H", "H", "H", "H", "O", "C", "O", "H", "H"], "xyz": [[0.454, 0.457, 2.263], [-0.059, 1.166, 1.339], [0.355, -0.617, 2.134], [0.909, 0.882, 3.141], [-0.722, 0.697, 0.715], [-0.282, 2.158, 1.396], [-0.456, -0.910, -0.688], [-0.386, -0.878, -1.888], [0.769, -0.888, -2.541], [-1.265, -0.705, -2.489], [0.683, -1.361, -3.382]]}

two) {"formula": "C2H6NO2", "method": "ωB97M-V/def2-TZVPD", "total_charge": 1, "homo_energy_ev": -16.09, "e_lumo_ev": -4.15, "gap_ev": 11.9, "smiles": "CC1([NH3+])OO1", "species": ["C", "C", "N", "O", "O", "H", "H", "H", "H", "H", "H"], "xyz": [[0.562, 0.069, -0.061], [-0.478, 1.100, 0.533], [-0.219, -1.172, -0.463], [1.788, -0.257, 0.337], [1.548, 0.356, -0.937], [-0.494, 1.969, -0.102], [0.117, 1.612, 1.430], [-1.363, 0.685, 0.948], [-1.066, -0.899, -1.017], [-0.558, -1.527, 0.435], [0.162, -1.935, -1.102]]}

three) {"formula": "C2H6NO2", "method": "ωB97M-V/def2-TZVPD", "total_charge": 1, "homo_energy_ev": -15.99, "e_lumo_ev": -4.20, "gap_ev": 11.8, "species": ["C", "C", "N", "O", "O", "H", "H", "H", "H", "H", "H"], "xyz": [[-0.695, 0.135, 0.039], [1.083, 1.296, 0.017], [-0.220, -1.312, 0.068], [-1.715, 0.465, -0.702], [-1.810, 0.372, 0.726], [1.113, 1.528, -1.003], [1.780, 0.639, 0.257], [0.856, 2.153, 0.522], [0.246, -1.629, -0.796], [-0.879, -2.072, -0.034], [0.240, -1.575, 0.907]]}

one) is favored, and the nearest alternative lies 0.1351 hartree above it.

one) {"formula": "C3H5Br2NO3", "method": "ωB97M-V/def2-TZVPD", "total_charge": 0, "homo_energy_ev": -9.45, "e_lumo_ev": -1.06, "gap_ev": 8.4, "smiles": "O=[N+]([O-])/C(O)=C/Br.CBr", "species": ["C", "C", "C", "N", "O", "O", "O", "Br", "Br", "H", "H", "H", "H", "H"], "xyz": [[-0.871, -2.693, 0.284], [1.664, 0.725, -0.175], [0.453, 1.336, -0.379], [0.199, 2.490, 0.416], [-0.845, 3.030, 0.098], [1.029, 2.881, 1.223], [-0.500, 0.906, -1.191], [1.986, -0.839, -1.119], [-1.874, -1.130, 0.615], [-1.643, -3.599, 0.461], [-0.584, -2.869, -0.762], [0.056, -2.684, 0.807], [2.287, 0.972, 0.687], [-1.358, 1.472, -0.966]]}

two) {"formula": "C3H5Br2NO3", "method": "ωB97M-V/def2-TZVPD", "total_charge": 0, "homo_energy_ev": -10.17, "e_lumo_ev": -0.33, "gap_ev": 9.8, "smiles": "C[C@H](Br)C(=O)Br.O=NO", "species": ["C", "C", "C", "N", "O", "O", "O", "Br", "Br", "H", "H", "H", "H", "H"], "xyz": [[-1.240, 0.283, 1.026], [-1.064, 0.612, -0.451], [-0.365, -0.536, -1.213], [2.704, -0.634, -0.037], [2.236, 0.107, -0.772], [2.042, -0.532, 1.264], [-0.233, -1.653, -0.887], [-2.809, 0.938, -1.518], [0.335, 0.087, -2.931], [-1.492, -0.688, 1.094], [-0.365, 0.566, 1.611], [-1.970, 0.985, 1.454], [-0.373, 1.564, -0.434], [2.593, -1.098, 1.794]]}

two) is favored, and the nearest alternative lies 0.0404 hartree above it.

one) {"formula": "C3H7OPS", "method": "ωB97M-V/def2-TZVPD", "total_charge": 0, "homo_energy_ev": -9.10, "e_lumo_ev": 0.80, "gap_ev": 9.9, "smiles": "C=C[P@](C)(O)=S", "species": ["C", "C", "C", "O", "P", "S", "H", "H", "H", "H", "H", "H", "H"], "xyz": [[-1.636, -1.662, -0.116], [-0.457, -1.182, 0.171], [1.143, 1.284, -0.449], [0.648, 0.264, 2.152], [-0.301, 0.556, 0.752], [-1.853, 1.642, 1.095], [-1.825, -2.703, -0.466], [-2.572, -1.052, -0.137], [0.307, -1.922, 0.373], [0.741, 1.987, -1.221], [1.796, 1.944, 0.138], [1.563, 0.309, -0.975], [0.437, 1.037, 2.698]]}

two) {"formula": "C3H7OPS", "method": "ωB97M-V/def2-TZVPD", "total_charge": 0, "homo_energy_ev": -8.72, "e_lumo_ev": -0.43, "gap_ev": 8.3, "species": ["C", "C", "C", "O", "P", "S", "H", "H", "H", "H", "H", "H", "H"], "xyz": [[-0.488, -0.217, -1.065], [-0.175, 0.191, 0.351], [0.409, 1.586, 0.471], [-0.560, -1.666, -1.176], [0.056, -2.575, 0.043], [1.631, -1.408, 0.635], [-1.387, 0.249, -1.512], [0.433, 0.097, -1.664], [-0.707, -0.005, 1.353], [1.180, 1.377, 1.125], [-0.337, 2.241, 0.892], [0.811, 2.171, -0.410], [-0.865, -2.039, 0.958]]}

one) is favored, and the nearest alternative lies 0.0692 hartree above it.

one) {"formula": "C8H7NO2", "method": "ωB97M-V/def2-TZVPD", "total_charge": 0, "homo_energy_ev": -8.88, "e_lumo_ev": 0.68, "gap_ev": 9.6, "smiles": "Nc1ccc2c(c1)COC2=O", "species": ["C", "C", "C", "C", "C", "C", "C", "C", "H", "H", "H", "H", "H", "H", "H", "N", "O", "O"], "xyz": [[-2.100, 0.058, -0.071], [-1.638, -1.288, 0.003], [-0.335, -1.544, 0.041], [0.579, -0.472, -0.023], [1.988, -0.503, 0.037], [1.318, 1.803, 0.146], [0.146, 0.816, 0.002], [-1.253, 1.108, 0.044], [-4.072, -0.502, -0.252], [-3.595, 1.058, -0.439], [-2.305, -2.119, -0.191], [0.083, -2.612, 0.329], [1.481, 2.282, 1.130], [1.402, 2.450, -0.737], [-1.597, 2.196, 0.228], [-3.496, 0.259, 0.063], [2.693, -1.425, 0.034], [2.412, 0.871, -0.233]]}

two) {"formula": "C8H7NO2", "method": "ωB97M-V/def2-TZVPD", "total_charge": 0, "homo_energy_ev": -8.79, "e_lumo_ev": -1.46, "gap_ev": 7.3, "smiles": "O=C1C=C2CCN=C2C=C1O", "species": ["C", "C", "C", "C", "C", "C", "C", "C", "H", "H", "H", "H", "H", "H", "H", "N", "O", "O"], "xyz": [[0.092, -0.860, 1.357], [-0.022, 0.604, 1.518], [-0.484, 0.993, 0.249], [-0.789, 2.452, -1.447], [-0.345, 1.166, -2.271], [-0.083, 0.285, -1.021], [0.461, -0.940, -1.090], [0.614, -1.523, 0.296], [0.285, -2.549, 2.049], [-0.258, 1.155, 2.527], [-0.015, 3.221, -1.978], [-1.858, 3.026, -1.609], [0.457, 1.358, -2.966], [-1.012, 0.708, -2.799], [0.754, -1.570, -2.028], [-0.756, 2.242, 0.082], [-0.017, -1.647, 2.416], [1.301, -2.618, 0.170]]}

one) is favored, and the nearest alternative lies 0.1585 hartree above it.

one) {"formula": "C3H2N2O2S", "method": "ωB97M-V/def2-TZVPD", "total_charge": 0, "homo_energy_ev": -8.97, "e_lumo_ev": -1.51, "gap_ev": 7.5, "smiles": "Oc1coc(=S)nn1", "species": ["C", "C", "C", "H", "H", "N", "N", "O", "O", "S"], "xyz": [[0.363, -0.163, -0.904], [0.585, -0.940, 0.201], [-0.748, 0.483, 1.494], [0.616, 0.514, -2.658], [1.274, -1.757, 0.245], [-1.067, 1.151, 0.302], [-0.562, 0.821, -0.814], [0.895, -0.344, -2.145], [-0.024, -0.672, 1.358], [-1.332, 0.908, 2.919]]}

two) {"formula": "C3H2N2O2S", "method": "ωB97M-V/def2-TZVPD", "total_charge": 0, "homo_energy_ev": -9.59, "e_lumo_ev": -1.76, "gap_ev": 7.8, "smiles": "O=C1C=NC(=S)N1O", "species": ["C", "C", "C", "H", "H", "N", "N", "O", "O", "S"], "xyz": [[0.728, -0.958, 0.974], [1.198, 0.426, 1.373], [-0.192, 0.717, -0.284], [-1.625, -1.649, -0.637], [1.911, 0.610, 2.190], [-0.190, -0.631, -0.017], [0.691, 1.343, 0.666], [-0.711, -1.566, -0.856], [1.013, -2.041, 1.390], [-1.038, 1.487, -1.423]]}

two) is favored, and the nearest alternative lies 0.0253 hartree above it.